Molecular formula: C4H6N4
Method: DFT, wB97M-V/def2-TZVPD

The geometry in ORCA input format:
```
! wB97M-V def2-TZVPD RIJCOSX def2/J DEFGRID3
* xyz 0 1
C 0.094 -0.306 -1.080
C 0.434 -0.367 0.928
C -0.113 0.282 2.090
C -0.494 -0.112 0.072
H -0.226 0.572 -2.838
H -1.635 -0.323 -2.285
H 2.038 -1.234 -1.651
H 0.589 1.338 2.299
H -0.456 -0.255 3.031
H -1.564 1.460 0.878
N -0.576 -0.222 -2.235
N 1.473 -0.768 -0.839
N 1.715 -0.616 0.433
N -1.280 0.550 1.199
*
```

Summary:
- highest occupied orbital energy (eV) = -7.84
- DFT total energy (eV) = -10200.027
- frontier orbital gap (eV) = 8.57